A molecular structure, C27H23DyF4N13O2S at a distorted geometry. Source: the Open Molecules 2025 dataset; level of theory: ωB97M-V with the def2-TZVPD basis set.

Properties
* net charge: -1
* HOMO-LUMO gap (alpha / beta): 0.271 / 0.272 hartree
* 2S+1: 6
* LUMO level (alpha / beta): 2.1307 / 2.1337 eV
* energy: -97630.2572 eV

```
71
Properties=species:S:1:pos:R:3:mulliken_spin:R:1
Dy 0.3755 0.7085 0.0256 4.958
C -2.5927 1.6385 2.3467 -0.002
N -1.1900 1.9389 1.9558 0.003
C -1.1778 3.3150 1.3675 -0.004
C -0.2968 1.9034 3.1623 0.001
C 1.1627 2.2922 2.8953 0.001
N 1.6892 1.3705 1.8806 0.018
C 3.0628 1.4867 1.8781 -0.003
C 3.7144 0.7221 0.8179 -0.001
F 2.8145 0.0422 0.0773 0.003
C 5.0306 0.7093 0.4988 -0.001
F 5.5123 0.0604 -0.5748 0.000
C 5.9003 1.4180 1.3352 0.000
C 5.3467 2.0777 2.4066 0.000
F 6.1811 2.7663 3.2205 0.000
C 3.9950 2.1074 2.7073 0.001
F 3.7036 2.8078 3.8318 0.000
H -2.8599 2.4730 2.9352 0.000
H -2.6838 0.6553 2.8448 0.000
H -3.2656 1.5422 1.5067 0.000
H -1.5196 4.1066 2.0642 0.000
H -1.9015 3.3226 0.4852 -0.001
H -0.2211 3.5639 0.9355 0.005
H -0.3899 0.8904 3.6282 0.000
H -0.7234 2.6785 3.8020 -0.001
H 1.6641 2.1515 3.8721 -0.001
H 1.1355 3.3300 2.5903 0.000
H 6.9410 1.3843 1.0778 0.000
N 2.1017 1.0217 -3.5173 0.000
C 1.6209 -0.2268 -3.2198 -0.003
N 1.7925 -1.2792 -4.0316 0.000
N 1.1802 -2.3357 -3.3229 0.001
N 0.7603 -1.8834 -2.2028 0.000
N 0.9669 -0.5273 -2.1122 0.007
C 2.1396 2.0031 -2.5940 -0.002
N 2.8200 3.1134 -2.7042 -0.001
N 2.5400 3.8834 -1.6442 0.001
N 1.6294 3.2923 -0.9409 -0.001
N 1.3801 2.0637 -1.5092 -0.006
H 2.5408 1.1929 -4.3952 0.000
O -1.6968 1.4121 -1.1204 0.006
S -2.5560 0.2086 -0.8495 0.004
O -3.7582 0.3601 -0.0725 -0.001
N -1.5031 -0.7505 -0.2142 0.011
C -1.7522 -2.0378 0.1570 -0.008
C -2.8143 -2.8467 -0.1476 0.002
C -2.9230 -4.0755 0.5023 0.000
C -1.9408 -4.5858 1.2766 0.000
C -0.7989 -3.8212 1.5218 -0.001
C 0.3215 -4.2819 2.2514 0.000
C 1.3885 -3.5097 2.4903 0.000
C 1.3714 -2.2090 1.9972 0.000
N 0.4069 -1.7517 1.2473 0.006
C -0.6785 -2.5387 0.9876 0.006
C -3.0572 -0.4351 -2.4497 -0.001
C -4.4170 -0.6343 -2.6580 0.000
C -4.9134 -0.9755 -3.9281 0.000
C -3.9479 -1.2463 -4.9532 0.000
C -2.5638 -1.0635 -4.7030 0.000
C -2.1181 -0.5439 -3.4615 0.001
H -3.6252 -2.5437 -0.8056 0.000
H -3.7042 -4.7928 0.2013 0.000
H -1.9826 -5.5447 1.7731 0.000
H 0.2458 -5.2445 2.7275 0.000
H 2.1766 -3.9295 3.1475 0.000
H 2.1817 -1.5225 2.3099 0.000
H -5.1138 -0.5938 -1.8364 0.000
H -5.9629 -1.1701 -4.0491 0.000
H -4.3239 -1.5853 -5.9141 0.000
H -1.7658 -1.2304 -5.4717 0.000
H -1.0545 -0.2976 -3.3368 0.000
```